A molecular structure, CH2N3O2, computed with wB97M-V/def2-TZVPD.

Last column: Löwdin charge in e.
Element x y z (Å)
O: 2.3884 0.7571 -0.9579  0.01
O: 1.9089 -0.3655 1.0375  -0.01
N: -0.0800 -0.0251 -0.5376  -0.08
N: -1.0441 0.3735 0.1869  -0.31
N: -2.1472 -0.2374 0.3013  -0.11
C: 1.8184 0.2095 -0.0393  -0.57
H: -2.8049 0.3750 0.8311  -0.02
H: -0.0395 -1.0871 -0.8221  0.09

Results
* HOMO energy: -3.84 eV
* HOMO-LUMO gap: 8.12 eV
* charge: -1
* E_LUMO: 0.1573 Ha
* DFT total energy: -354.05025 hartree
* energy relative to the best compared isomer or geometry (same formula, charge and spin): 0.318 eV
* molar mass: 88.05 g/mol